No. 1
{
  "formula": "C6H23NO4",
  "method": "wB97M-V/def2-TZVPD",
  "homo_ev": -9.7220,
  "charge": 0,
  "largest_force_ev_per_a": 3.6,
  "smiles": "CCCC[C@H](C)N.O.O.O.O",
  "gap_ev": 10.3,
  "species": ["C", "C", "C", "C", "C", "C", "N", "H", "H", "H", "H", "H", "H", "H", "H", "H", "H", "H", "H", "H", "H", "H", "O", "H", "H", "O", "H", "H", "O", "H", "H", "O", "H", "H"],
  "xyz": [[1.413283, 2.764739, 1.226128], [1.278024, 1.232464, 1.476568], [0.187272, 0.825974, 2.430180], [-0.249369, -0.591120, 2.286372], [-0.764040, -0.909528, 0.879057], [-2.282605, -0.953953, 0.774335], [-0.082886, -2.137769, 0.404700], [1.234001, 3.235904, 2.231739], [2.371732, 3.066595, 0.793780], [0.638058, 3.015506, 0.520566], [0.990942, 0.822043, 0.476290], [2.246820, 0.841074, 1.741690], [0.569244, 1.179620, 3.428434], [-0.687631, 1.562829, 2.375421], [0.643776, -1.214685, 2.509878], [-1.019625, -0.719123, 3.052046], [-0.407657, -0.118637, 0.176868], [-2.852472, -0.188627, 1.314669], [-2.639100, -1.903224, 1.215144], [-2.457094, -0.940719, -0.336026], [-0.249467, -2.846710, 1.047115], [-0.262528, -2.462798, -0.561127], [1.841946, -2.594408, -1.748940], [1.404602, -2.647817, -0.943539], [2.791035, -2.459735, -1.522471], [1.230810, -0.532992, -3.037672], [0.598384, -0.694011, -2.248465], [0.748341, -1.219406, -3.558548], [-2.180587, 0.308579, -2.405658], [-2.569061, 0.791485, -1.669877], [-1.476822, 0.940692, -2.718737], [-0.054987, 1.837639, -2.899523], [-0.149851, 1.826309, -3.863518], [0.197505, 0.883805, -2.846864]],
  "atomic_forces_ev_per_a": [[-0.38, -0.82, 1.56], [-0.12, 0.75, -2.37], [-0.17, 3.36, 1.10], [0.49, -0.40, 0.62], [0.56, 0.48, -0.70], [-0.12, -0.98, -0.83], [0.28, 1.36, -1.48], [0.29, 0.17, -1.12], [-0.11, -0.15, 0.27], [-0.36, 0.57, -0.03], [0.83, 0.11, 0.69], [0.25, -0.48, 0.27], [-0.34, -1.20, -0.31], [0.74, -1.00, -0.60], [-0.69, 0.05, -0.05], [0.01, -0.65, -0.13], [-0.44, -0.46, 0.58], [0.46, 0.29, -0.35], [0.07, 0.19, -0.38], [-0.57, -0.08, 1.17], [-0.36, -1.79, 1.07], [-0.76, 0.51, 1.07], [2.52, -0.53, -1.94], [-0.93, -0.07, 2.74], [-1.16, -0.08, -0.32], [-3.34, -0.78, 0.96], [2.09, 0.44, -0.92], [1.13, 0.49, -0.29], [0.52, 0.32, -0.21], [-0.14, -0.05, 0.02], [-0.96, -0.35, 0.45], [-0.23, -0.85, -0.76], [0.08, 0.85, -0.06], [0.86, 0.76, 0.30]],
  "mulliken_charge": [-1.26, 0.22, -0.75, -0.81, 1.21, -1.63, -0.56, 0.29, 0.36, 0.31, -0.15, 0.37, 0.37, 0.28, 0.37, 0.29, -0.47, 0.34, 0.36, 0.36, 0.11, 0.39, -0.63, 0.36, 0.30, -0.67, 0.27, 0.40, -0.69, 0.32, 0.37, -0.70, 0.31, 0.36]
}

***

No. 2
{
  "formula": "C6H24BaO6",
  "method": "wB97M-V/def2-TZVPD",
  "homo_ev": -16.9138,
  "charge": 2,
  "largest_force_ev_per_a": 1.2,
  "gap_ev": 10.8,
  "species": ["Ba", "C", "O", "H", "H", "H", "H", "C", "O", "H", "H", "H", "H", "C", "O", "H", "H", "H", "H", "C", "O", "H", "H", "H", "H", "C", "O", "H", "H", "H", "H", "C", "O", "H", "H", "H", "H"],
  "xyz": [[0.681242, 0.442141, -0.578478], [1.457056, 3.663842, 1.524673], [1.828533, 2.357999, 0.988486], [0.376142, 3.739834, 1.501847], [1.821941, 3.722685, 2.546679], [1.867693, 4.451365, 0.896148], [2.769465, 2.245069, 1.176944], [0.937719, -0.389806, 3.165710], [0.033549, -0.418768, 2.026437], [0.711913, 0.488020, 3.763370], [0.913828, -1.316034, 3.732753], [1.950405, -0.311028, 2.766591], [-0.686774, -1.013445, 2.263368], [-2.029562, 2.117106, 1.583458], [-1.422667, 2.054735, 0.279432], [-1.370878, 2.627621, 2.277667], [-2.999455, 2.616347, 1.534969], [-2.288060, 1.117897, 1.926501], [-1.636337, 2.879636, -0.174287], [1.074134, -3.746797, -0.448934], [0.526393, -2.450043, -0.204420], [1.951612, -3.691878, -1.089591], [1.442684, -4.184900, 0.485304], [0.339373, -4.413242, -0.899044], [-0.308266, -2.512084, 0.259937], [1.751211, -1.649148, -3.589377], [0.679490, -0.852044, -3.081354], [1.463903, -2.695347, -3.692435], [2.155208, -1.305607, -4.546978], [2.617406, -1.584737, -2.923151], [-0.102345, -1.090063, -3.594717], [-2.897783, 0.028106, -1.945579], [-1.859581, -0.572529, -1.123126], [-3.189310, 0.990686, -1.527796], [-2.475085, 0.183104, -2.934332], [-3.757828, -0.632686, -2.003625], [-2.326974, -0.895997, -0.343048]],
  "atomic_forces_ev_per_a": [[-0.49, -0.64, 0.06], [0.15, -0.24, -0.16], [0.08, 0.04, -0.09], [-0.04, -0.14, 0.05], [-0.08, 0.23, 0.00], [0.13, 0.02, 0.12], [-0.06, 0.08, 0.01], [0.41, 0.19, -0.53], [-0.03, -0.30, 0.07], [0.00, -0.12, 0.24], [-0.29, 0.05, 0.09], [-0.05, 0.13, 0.04], [-0.01, 0.15, 0.00], [-0.75, 0.03, 0.05], [0.13, 0.10, -0.17], [-0.02, -0.08, 0.21], [0.22, 0.29, -0.09], [0.49, -0.12, -0.05], [0.00, -0.08, 0.03], [0.26, -0.78, 0.54], [0.41, 0.96, -0.37], [-0.21, 0.43, -0.20], [-0.25, 0.01, -0.06], [0.01, 0.07, -0.04], [-0.07, -0.49, 0.07], [1.06, -0.31, -0.32], [-0.05, 0.16, -0.01], [-0.06, 0.05, 0.12], [-0.51, 0.17, -0.03], [-0.34, -0.03, 0.28], [-0.01, 0.16, 0.14], [0.28, 0.12, 0.08], [-0.30, 0.04, 0.13], [-0.07, -0.01, 0.00], [-0.05, -0.07, -0.05], [0.00, -0.02, -0.10], [0.12, -0.05, -0.06]],
  "mulliken_charge": [1.63, -0.56, -0.35, 0.11, 0.31, 0.31, 0.25, -0.68, -0.29, 0.26, 0.35, 0.22, 0.21, -0.65, -0.33, 0.27, 0.38, 0.17, 0.22, -0.74, -0.29, 0.24, 0.32, 0.33, 0.20, -0.65, -0.35, 0.31, 0.31, 0.22, 0.23, -0.75, -0.31, 0.28, 0.24, 0.35, 0.22]
}

***

No. 3
{
  "formula": "C6H24BeN12O10S",
  "method": "wB97M-V/def2-TZVPD",
  "homo_ev": [0.0352, -3.6489],
  "charge": -1,
  "s_squared": 0.75,
  "largest_force_ev_per_a": 7.6,
  "spin_multiplicity": 2,
  "gap_ev": [2.7, 6.2],
  "species": ["Be", "S", "O", "O", "O", "O", "C", "O", "N", "N", "H", "H", "H", "H", "C", "O", "N", "N", "H", "H", "H", "H", "C", "O", "N", "N", "H", "H", "H", "H", "C", "O", "N", "N", "H", "H", "H", "H", "C", "O", "N", "N", "H", "H", "H", "H", "C", "O", "N", "N", "H", "H", "H", "H"],
  "xyz": [[0.194454, 0.217277, 0.316917], [3.241552, 1.002285, -0.150662], [2.621623, -0.322805, 0.019500], [4.565221, 0.988460, 0.412274], [3.311383, 1.289760, -1.573341], [2.357588, 1.998516, 0.529495], [0.165664, -3.650477, 0.202443], [0.279788, -2.417567, 0.305803], [-0.348424, -4.392220, 1.096544], [0.547886, -4.245252, -0.918127], [-0.953916, -5.132218, 0.771143], [-0.372502, -4.019185, 2.034817], [0.796333, -5.222902, -0.969022], [1.087345, -3.576590, -1.449140], [-1.460837, 1.903155, 3.056914], [-0.952054, 1.860512, 1.998833], [-2.174691, 2.942904, 3.440120], [-1.342537, 0.986826, 3.889300], [-2.722772, 2.815815, 4.278897], [-2.336013, 3.699569, 2.790857], [-0.902903, 0.190624, 3.450111], [-1.870026, 1.167862, 4.731365], [0.422195, 3.194927, -1.697608], [0.085370, 2.177226, -1.172801], [1.623362, 3.348008, -2.189709], [-0.395697, 4.231856, -1.650036], [1.921620, 4.275917, -2.454538], [2.232087, 2.553430, -2.054793], [-1.336478, 3.997896, -1.366678], [-0.242510, 5.186195, -1.943071], [1.401357, -1.280755, 3.074242], [0.486454, -0.666390, 2.583434], [1.350026, -2.300695, 3.908081], [2.665391, -0.955902, 2.795515], [0.480326, -2.776709, 4.100801], [2.215723, -2.809100, 4.018482], [2.821280, -0.356544, 1.997658], [3.290444, -1.715197, 3.025465], [0.554757, -0.548183, -3.162700], [-0.029086, -0.357852, -2.100176], [1.485639, 0.375461, -3.533577], [0.257610, -1.285351, -4.135279], [1.898988, 0.559812, -4.436502], [1.973292, 0.825377, -2.772085], [-0.471304, -1.982511, -4.187649], [0.919770, -1.219376, -4.895078], [-3.255718, -0.191651, -0.902856], [-2.290775, -0.237160, -0.135183], [-3.225119, 0.449855, -2.005459], [-4.430812, -0.648165, -0.749324], [-2.391932, 0.606644, -2.554388], [-4.142824, 0.617074, -2.392702], [-4.527104, -0.518396, 0.247661], [-5.078495, -0.634094, -1.524186]],
  "atomic_forces_ev_per_a": [[1.05, 0.35, -0.46], [-1.04, 1.57, 1.90], [-1.76, -1.66, 0.36], [1.63, -0.06, 0.79], [-0.02, 0.69, -2.79], [0.21, -0.54, -0.20], [1.50, 5.95, -1.97], [0.30, -1.26, 0.32], [-2.12, -3.63, 4.17], [0.82, -0.80, -2.62], [0.10, -0.10, 0.66], [-0.67, -0.10, -0.36], [0.07, 0.30, 0.19], [0.01, -0.32, -0.42], [-0.36, 3.02, -2.34], [2.14, 0.28, -5.27], [-2.14, 2.93, 1.40], [-0.18, -4.03, 4.89], [-0.20, 0.75, -0.38], [-0.05, -0.33, 0.32], [0.30, -1.06, 0.90], [0.57, -1.52, 0.21], [1.18, -0.15, 1.01], [-1.68, -3.15, 0.90], [1.03, 1.51, -1.75], [-2.92, 2.95, -0.24], [0.33, -0.51, 0.07], [1.16, -0.10, 0.44], [0.32, 0.12, 0.12], [0.32, -0.48, -0.10], [1.94, 1.66, -1.82], [-2.62, 0.70, -0.16], [-1.03, -2.72, 2.20], [0.95, -0.32, 0.70], [0.25, 0.20, -0.10], [-0.53, -0.20, 0.27], [0.29, -0.06, -0.62], [0.65, 0.76, -0.64], [0.95, 6.34, 3.84], [-0.56, -1.91, 0.45], [1.33, 0.90, 0.30], [-1.62, -5.10, -5.43], [-0.28, -0.66, 0.10], [0.34, 0.03, 0.48], [0.20, 0.30, 0.43], [-0.49, -0.53, -0.06], [6.20, 0.98, 1.03], [-0.84, -0.76, 0.70], [0.73, 3.07, -5.92], [-4.31, -2.95, 3.54], [0.14, 0.18, 0.44], [0.80, 0.35, -0.68], [-2.02, -0.90, 0.20], [-0.39, 0.02, 1.01]],
  "mulliken_charge": [2.02, 0.90, -0.27, -0.72, -0.98, -0.61, -1.07, -0.32, -0.25, -0.41, 0.21, 0.22, 0.21, 0.26, 0.23, -0.34, -0.52, -0.29, 0.13, 0.28, 0.30, 0.11, 0.32, -0.14, -0.20, -0.48, 0.15, 0.24, 0.24, 0.14, 0.86, -0.26, -0.47, -0.38, 0.31, 0.19, 0.15, 0.16, -0.23, -0.13, -0.23, -0.32, 0.14, 0.15, 0.30, 0.13, -0.43, -0.46, -0.24, -0.56, 0.27, 0.14, 0.39, 0.18]
}

***

No. 4
{
  "formula": "C6H24N12O6",
  "method": "wB97M-V/def2-TZVPD",
  "homo_ev": -8.7347,
  "charge": 0,
  "largest_force_ev_per_a": 1.5,
  "smiles": "NC(N)=O.NC(N)=O.NC(N)=O.NC(N)=O.NC(N)=O.NC(N)=O",
  "gap_ev": 8.9,
  "species": ["N", "C", "N", "O", "H", "H", "H", "H", "N", "C", "N", "O", "H", "H", "H", "H", "N", "C", "N", "O", "H", "H", "H", "H", "N", "C", "N", "O", "H", "H", "H", "H", "N", "C", "N", "O", "H", "H", "H", "H", "N", "C", "N", "O", "H", "H", "H", "H"],
  "xyz": [[3.433747, 2.080579, 0.439627], [3.614167, 1.243650, -0.644186], [3.566595, -0.085940, -0.385005], [3.789377, 1.731795, -1.747147], [3.831232, 2.993616, 0.311180], [3.328987, 1.723942, 1.372378], [3.312242, -0.384768, 0.538774], [3.884575, -0.783100, -1.035576], [0.382311, 1.697659, 0.421006], [-0.424647, 1.145782, -0.523299], [-1.630912, 0.748256, -0.025016], [-0.045036, 0.964964, -1.677398], [0.130797, 1.742275, 1.395299], [1.248510, 2.125303, 0.129792], [-2.347305, 0.399280, -0.627905], [-1.721901, 0.889250, 0.968027], [-0.310053, -0.297866, -5.510285], [1.037651, 0.009256, -5.499557], [1.523140, 0.217063, -4.251865], [1.694307, 0.076466, -6.524302], [-0.837279, -0.404709, -6.357205], [-0.896173, 0.052374, -4.768404], [0.993608, -0.034289, -3.440736], [2.517907, 0.363329, -4.257261], [0.684062, -1.932435, -1.783663], [1.676509, -2.860817, -1.675535], [1.235560, -4.146051, -1.500213], [2.860846, -2.577317, -1.606634], [0.930299, -0.976759, -1.567410], [-0.297770, -2.117057, -1.862594], [0.276816, -4.358295, -1.707429], [1.883627, -4.899587, -1.380356], [-5.305761, 0.251447, 1.676956], [-4.092960, 0.439744, 2.263216], [-3.919239, 1.614987, 2.931563], [-3.255444, -0.449956, 2.357052], [-5.930804, 1.006651, 1.466209], [-5.465570, -0.640915, 1.246229], [-3.002355, 1.685454, 3.349069], [-4.616101, 2.332148, 2.970143], [-1.139969, -0.958885, 4.164334], [-0.531816, 0.268925, 4.130690], [0.393065, 0.459328, 5.115075], [-0.809965, 1.151219, 3.321191], [-0.912530, -1.534763, 4.956057], [-2.037042, -1.050166, 3.701968], [0.804935, 1.346109, 5.330335], [0.495739, -0.267170, 5.802822]],
  "atomic_forces_ev_per_a": [[-0.36, 0.11, 0.29], [0.33, 0.13, -0.75], [-0.10, 0.27, 0.63], [0.25, -0.28, 0.03], [-0.11, 0.07, 0.09], [0.30, 0.02, 0.04], [0.13, -0.22, -0.06], [-0.42, 0.01, -0.30], [0.28, 0.30, 0.02], [0.24, -0.38, 0.20], [0.73, 0.48, 0.11], [-0.38, 0.02, -0.20], [-0.17, 0.03, 0.01], [-0.04, -0.20, -0.03], [-0.05, -0.13, 0.11], [-0.76, -0.39, -0.02], [-1.09, -0.19, 0.52], [-0.52, 0.01, -0.36], [0.42, 0.12, -0.95], [0.15, -0.08, 0.07], [0.63, 0.12, -0.41], [0.31, -0.01, 0.20], [0.19, 0.17, 0.24], [-0.02, 0.05, 0.65], [0.35, 0.60, -0.15], [-0.12, -0.33, 0.83], [-0.53, 0.00, -0.27], [0.12, 0.04, -0.13], [-0.02, 0.02, -0.20], [0.05, -0.31, 0.13], [0.05, -0.21, 0.08], [0.19, 0.09, -0.23], [-0.02, -0.10, -0.38], [-0.44, 0.03, 1.45], [0.31, -0.42, -0.48], [-0.12, -0.31, -0.62], [0.03, 0.03, -0.01], [0.02, 0.04, -0.08], [-0.03, 0.45, 0.03], [0.13, 0.15, 0.05], [0.59, 0.45, 0.19], [-0.63, 0.15, 0.15], [0.29, -0.71, 0.36], [0.02, 0.07, -0.14], [-0.33, -0.18, -0.14], [0.13, 0.07, -0.27], [-0.13, 0.18, -0.37], [0.15, 0.21, 0.06]],
  "mulliken_charge": [-0.48, 0.63, -0.27, -0.65, 0.21, 0.17, 0.12, 0.22, -0.26, 0.55, -0.20, -0.71, 0.17, 0.27, 0.16, 0.13, -0.39, 0.45, -0.22, -0.67, 0.22, 0.18, 0.26, 0.20, -0.12, 0.55, -0.41, -0.65, -0.04, 0.21, 0.16, 0.24, -0.47, 0.65, -0.33, -0.70, 0.18, 0.23, 0.22, 0.16, -0.33, 0.65, -0.44, -0.72, 0.17, 0.33, 0.23, 0.14]
}